The following is a DFT calculation (the ωB97M-V functional and the def2-TZVPD basis) of a structure of composition C4H7NO2.

The HOMO-LUMO gap is 0.3719 Ha. Its HOMO energy is -9.578 eV. The max |F| is 0.6 eV Å⁻¹. The relative energy (zero: lowest compared OMol25 entry of this formula, charge and spin) is 592.35 kJ/mol.

```
! RIJCOSX wB97M-V def2-TZVPD def2/J DEFGRID3
* xyz 0 1
O 1.63709 -0.16784 1.31919
C 1.12797 -0.15810 0.23404
C 1.00701 -1.11672 -0.92738
N -0.01954 -0.21490 -1.51266
C 0.03101 0.72686 -0.36993
C -1.12875 0.69264 0.63196
O -1.59292 -0.51746 0.93687
H -0.73526 0.29460 1.78105
H -0.36799 1.16135 1.69995
H 0.64956 -2.09757 -0.59174
H 1.90589 -1.23145 -1.54318
H -0.92272 -0.67180 -1.60751
H 0.27692 1.75630 -0.66084
H -1.81529 1.55280 0.61503
*
```

How is the electron density shared among the atoms? According to Löwdin, the charges in e are: number 1, O, carries 0.118; number 2, C, carries -0.353; number 3, C, carries -0.089; number 4, N, carries 0.013; number 5, C, carries -0.218; number 6, C, carries -0.364; number 7, O, carries -0.152; number 8, H, carries 0.198; number 9, H, carries 0.200; number 10, H, carries 0.132; number 11, H, carries 0.119; number 12, H, carries 0.109; number 13, H, carries 0.149; number 14, H, carries 0.136

=====

The following is a DFT calculation (the ωB97M-V functional and the def2-TZVPD basis) of a structure of composition C5H3N at a distorted geometry.

The HOMO-LUMO gap is 0.3267 Ha. Its HOMO energy is -9.146 eV. The max |F| is 2.6 eV Å⁻¹. The relative energy (zero: lowest compared OMol25 entry of this formula, charge and spin) is 559.57 kJ/mol.

```
! RIJCOSX wB97M-V def2-TZVPD def2/J DEFGRID3
* xyz 0 1
C 0.32790 -0.78636 -0.53687
C 1.33069 -1.43773 -0.15717
C -0.15977 0.84814 0.30051
C -0.69133 0.26994 -0.93784
C 0.48807 -0.26636 1.02730
N 0.74651 1.18629 1.08412
H -0.36222 0.91283 -1.77825
H -1.75778 0.01223 -0.90579
H 0.07794 -0.73897 1.90400
*
```

How is the electron density shared among the atoms? According to Löwdin, the charges in e are: number 1, C, carries -0.245; number 2, C, carries 0.118; number 3, C, carries -0.232; number 4, C, carries -0.016; number 5, C, carries -0.235; number 6, N, carries 0.227; number 7, H, carries 0.132; number 8, H, carries 0.132; number 9, H, carries 0.121

=====

The following is a DFT calculation (the ωB97M-V functional and the def2-TZVPD basis) of the molecule C6H10O.

The SMILES is OCCCC1C=C1. The HOMO-LUMO gap is 0.3936 Ha. Its HOMO energy is -9.611 eV. The max |F| is 0.4 eV Å⁻¹. The relative energy (zero: lowest compared OMol25 entry of this formula, charge and spin) is 243.49 kJ/mol.

```
! RIJCOSX wB97M-V def2-TZVPD def2/J DEFGRID3
* xyz 0 1
O 0.52262 -1.12338 1.63052
C 1.14021 -1.32562 0.37479
C 1.61986 -0.02897 -0.28932
C 0.61601 1.13004 -0.22736
C -0.72690 0.93917 -0.93536
C -1.57702 -0.28993 -0.76972
C -1.98744 0.75953 -0.13599
H 1.99871 -1.97709 0.56495
H 2.53951 0.30236 0.21156
H 1.88078 -0.25016 -1.33378
H 1.09368 2.02013 -0.65643
H 0.43978 1.35884 0.83251
H -0.79292 1.47570 -1.88926
H -1.71552 -1.32335 -1.04488
H 0.47288 -1.87529 -0.30560
H -2.69243 1.23191 0.52898
H -0.34718 -0.73482 1.45944
*
```

How is the electron density shared among the atoms? According to Löwdin, the charges in e are: number 1, O, carries -0.071; number 2, C, carries -0.280; number 3, C, carries -0.182; number 4, C, carries -0.192; number 5, C, carries -0.267; number 6, C, carries -0.033; number 7, C, carries -0.009; number 8, H, carries 0.116; number 9, H, carries 0.109; number 10, H, carries 0.114; number 11, H, carries 0.107; number 12, H, carries 0.110; number 13, H, carries 0.114; number 14, H, carries 0.102; number 15, H, carries 0.099; number 16, H, carries 0.100; number 17, H, carries 0.062

=====

The following is a DFT calculation (the ωB97M-V functional and the def2-TZVPD basis) of the molecule C4H7N3 at a distorted geometry.

The SMILES is CNn1ccnc1. The HOMO-LUMO gap is 0.3550 Ha. Its HOMO energy is -8.803 eV. The max |F| is 4.2 eV Å⁻¹. The relative energy (zero: lowest compared OMol25 entry of this formula, charge and spin) is 171.80 kJ/mol.

```
! RIJCOSX wB97M-V def2-TZVPD def2/J DEFGRID3
* xyz 0 1
C 2.04905 0.18595 -0.37101
C -1.16285 -1.06291 -0.02311
C -2.39267 -0.46558 -0.08157
C -0.85256 1.04816 0.12242
H 1.84318 -0.11496 -1.42735
H 2.01897 1.33956 -0.26782
H 3.11450 -0.19353 -0.15081
H 1.20932 -0.06981 1.49470
H -0.75645 -2.08614 -0.26260
H -3.35476 -0.98725 -0.15398
H -0.42492 2.05284 0.35297
N 1.10542 -0.45109 0.59821
N -0.22471 -0.10042 0.14751
N -2.17154 0.90518 0.02246
*
```

How is the electron density shared among the atoms? According to Löwdin, the charges in e are: number 1, C, carries -0.110; number 2, C, carries -0.110; number 3, C, carries -0.147; number 4, C, carries -0.223; number 5, H, carries 0.085; number 6, H, carries 0.089; number 7, H, carries 0.093; number 8, H, carries 0.089; number 9, H, carries 0.130; number 10, H, carries 0.098; number 11, H, carries 0.136; number 12, N, carries -0.012; number 13, N, carries -0.160; number 14, N, carries 0.040

=====

The following is a DFT calculation (the ωB97M-V functional and the def2-TZVPD basis) of a structure of composition C24H68O16 at a distorted geometry.

The HOMO-LUMO gap is 0.2888 Ha. Its HOMO energy is -8.134 eV. The max |F| is 10.9 eV Å⁻¹. The relative energy (zero: lowest compared OMol25 entry of this formula, charge and spin) is 2058.08 kJ/mol.

```
! RIJCOSX wB97M-V def2-TZVPD def2/J DEFGRID3
* xyz 0 1
C 21.66792 16.21527 -6.50615
C 20.88972 16.17675 -7.84773
C 19.38783 16.07639 -7.61194
O 21.07584 17.37021 -8.53243
H 21.49171 15.27817 -5.97806
H 21.47084 17.06694 -5.85506
H 22.69438 16.36406 -6.84136
H 21.26691 15.33486 -8.42829
H 18.91541 16.96790 -7.19947
H 19.15022 15.17279 -7.05057
H 18.87914 15.83226 -8.54454
H 20.97946 17.23960 -9.47860
C 21.07824 21.34929 -10.74271
C 21.83956 22.59192 -10.31502
C 22.25703 22.48876 -8.83358
O 22.92340 22.72287 -11.18480
H 21.77483 20.51163 -10.70837
H 20.79702 21.58448 -11.76921
H 20.19717 21.20536 -10.11733
H 21.19480 23.46548 -10.41134
H 22.60853 21.50565 -8.52043
H 21.39484 22.73539 -8.21398
H 23.00450 23.19304 -8.46839
H 23.64924 22.15774 -10.91025
C 25.85153 23.48506 -9.92331
C 25.59660 21.97956 -10.03381
C 25.36065 21.40925 -8.63137
O 24.61622 21.72272 -11.02270
H 26.65712 23.68149 -9.21581
H 24.95780 24.07524 -9.72075
H 26.16818 23.98489 -10.83873
H 26.45347 21.48591 -10.49229
H 26.10629 21.86984 -7.98332
H 25.50598 20.34039 -8.78793
H 24.37942 21.56101 -8.18163
H 24.49946 20.76985 -11.02439
C 18.77461 18.48210 -8.87383
C 19.72960 19.67171 -8.51768
C 19.07829 20.78871 -7.65010
O 20.75565 19.18363 -7.71267
H 19.19093 17.77143 -9.58778
H 17.87048 18.98968 -9.21000
H 18.50077 17.83378 -8.04148
H 20.17886 20.07088 -9.42704
H 18.88699 20.56805 -6.59995
H 18.14940 21.11069 -8.12084
H 19.70900 21.67751 -7.66856
H 20.89789 18.29348 -8.04282
C 20.52353 22.91775 -6.05586
C 20.41138 24.20542 -5.25342
O 19.34517 24.11131 -4.31141
O 21.20124 21.94062 -5.29828
H 21.00346 23.09944 -7.01750
H 19.57717 22.44333 -6.31552
H 20.18354 25.02077 -5.94001
H 21.31689 24.51932 -4.73418
H 18.78391 24.88278 -4.41826
H 21.59475 21.30041 -5.89567
C 22.70427 18.93272 -10.84862
C 23.86767 19.33063 -9.92714
O 25.03403 19.65298 -10.68703
O 22.88620 17.55018 -11.18566
H 22.70634 19.56544 -11.73618
H 21.79133 19.01596 -10.25895
H 23.97107 18.65490 -9.07814
H 23.62499 20.28191 -9.45357
H 25.35741 18.84430 -11.09084
H 23.56688 17.55206 -11.86263
C 24.75069 21.61799 -5.64858
C 25.69068 22.79299 -5.18485
O 26.93442 22.70941 -5.88840
O 25.27411 20.38187 -5.09338
H 24.42929 21.63174 -6.69003
H 23.82437 21.77059 -5.09472
H 25.77626 22.94753 -4.10926
H 25.20853 23.63958 -5.67363
H 27.35614 21.90040 -5.58961
H 26.12008 20.10525 -5.45312
C 22.72493 20.22479 -7.11261
C 22.75553 19.17341 -5.90424
O 24.02014 18.57607 -5.81055
O 21.58432 21.05302 -6.93265
H 22.63314 19.71556 -8.07196
H 23.53968 20.94574 -7.17987
H 21.94790 18.45619 -6.05056
H 22.61986 19.80287 -5.02477
H 24.53500 19.37725 -5.68966
H 20.84615 20.44120 -6.98136
C 23.91664 16.54844 -4.67997
C 22.63184 16.23873 -3.93943
O 22.47954 16.92050 -2.72401
O 24.99262 15.68080 -4.27482
H 24.19780 17.54555 -4.34112
H 23.73189 16.67302 -5.74695
H 22.54352 15.17410 -3.72294
H 21.84671 16.47067 -4.65907
H 21.54840 17.13360 -2.62832
H 25.36225 15.84003 -3.40326
C 25.04306 16.86135 -7.54622
C 26.01645 17.33981 -6.43878
O 26.95775 18.21543 -7.09197
O 25.58854 15.77308 -8.25509
H 24.66448 17.66387 -8.17927
H 24.21360 16.35736 -7.05015
H 26.40721 16.41045 -6.02440
H 25.52117 17.84104 -5.60718
H 27.71908 17.70148 -7.37097
H 24.81715 15.36859 -8.65877
*
```

Löwdin population analysis, charges in e, atoms 1 to 99: number 1, C, carries -0.034; number 2, C, carries -0.338; number 3, C, carries -0.048; number 4, O, carries 0.042; number 5, H, carries 0.121; number 6, H, carries 0.064; number 7, H, carries 0.061; number 8, H, carries 0.158; number 9, H, carries 0.071; number 10, H, carries 0.096; number 11, H, carries 0.093; number 12, H, carries 0.137; number 13, C, carries -0.037; number 14, C, carries -0.424; number 15, C, carries -0.013; number 16, O, carries -0.036; number 17, H, carries 0.020; number 18, H, carries 0.106; number 19, H, carries 0.066; number 20, H, carries 0.132; number 21, H, carries 0.038; number 22, H, carries 0.048; number 23, H, carries 0.108; number 24, H, carries -0.241; number 25, C, carries -0.020; number 26, C, carries -0.352; number 27, C, carries -0.029; number 28, O, carries 0.037; number 29, H, carries 0.082; number 30, H, carries 0.080; number 31, H, carries 0.082; number 32, H, carries 0.147; number 33, H, carries 0.090; number 34, H, carries 0.087; number 35, H, carries 0.024; number 36, H, carries -0.027; number 37, C, carries -0.013; number 38, C, carries -0.371; number 39, C, carries -0.010; number 40, O, carries -0.135; number 41, H, carries 0.078; number 42, H, carries 0.093; number 43, H, carries 0.033; number 44, H, carries 0.072; number 45, H, carries 0.119; number 46, H, carries 0.099; number 47, H, carries 0.048; number 48, H, carries -0.218; number 49, C, carries -0.247; number 50, C, carries -0.216; number 51, O, carries -0.067; number 52, O, carries -0.065; number 53, H, carries 0.078; number 54, H, carries 0.087; number 55, H, carries 0.110; number 56, H, carries 0.115; number 57, H, carries 0.073; number 58, H, carries -0.217; number 59, C, carries -0.199; number 60, C, carries -0.182; number 61, O, carries -0.033; number 62, O, carries -0.040; number 63, H, carries 0.143; number 64, H, carries 0.094; number 65, H, carries 0.104; number 66, H, carries 0.082; number 67, H, carries 0.149; number 68, H, carries 0.086; number 69, C, carries -0.158; number 70, C, carries -0.172; number 71, O, carries -0.070; number 72, O, carries -0.004; number 73, H, carries 0.051; number 74, H, carries 0.131; number 75, H, carries 0.124; number 76, H, carries 0.122; number 77, H, carries 0.075; number 78, H, carries 0.105; number 79, C, carries -0.141; number 80, C, carries -0.090; number 81, O, carries -0.223; number 82, O, carries -0.149; number 83, H, carries 0.103; number 84, H, carries 0.045; number 85, H, carries 0.096; number 86, H, carries 0.142; number 87, H, carries -0.032; number 88, H, carries 0.042; number 89, C, carries -0.242; number 90, C, carries -0.261; number 91, O, carries -0.035; number 92, O, carries -0.053; number 93, H, carries 0.125; number 94, H, carries 0.046; number 95, H, carries 0.128; number 96, H, carries 0.047; number 97, H, carries 0.089; number 98, H, carries 0.096; number 99, C, carries -0.232

=====

> Look up the HOMO-LUMO gap of the third one.

0.3936 Ha